1.
{
  "formula": "C30H39F9N5O3P2SSeSn",
  "method": "the ωB97M-V functional and the def2-TZVPD basis",
  "lumo_energy_ev": -3.2,
  "e_homo_ev": -10.6,
  "charge": 1,
  "elements": ["Sn", "C", "P", "C", "C", "C", "P", "C", "C", "H", "H", "H", "H", "H", "H", "H", "H", "H", "H", "H", "H", "H", "H", "H", "H", "Se", "N", "C", "C", "C", "C", "C", "N", "C", "C", "N", "C", "C", "C", "C", "C", "N", "H", "H", "H", "H", "H", "H", "F", "C", "F", "F", "C", "O", "C", "F", "F", "F", "C", "F", "F", "F", "C", "S", "C", "O", "H", "H", "H", "H", "H", "H", "O", "C", "C", "C", "C", "C", "C", "N", "H", "H", "H", "H", "H", "H", "H", "H", "H", "H", "H"],
  "positions_angstrom": [[-0.71007, -0.34147, 0.86346], [-3.34738, 2.22901, 2.53945], [-1.55091, 2.19793, 2.22297], [-1.26055, 3.90118, 1.61969], [-0.88739, 2.29825, 3.93505], [-1.13699, 0.99501, 4.68602], [-0.15291, -0.39525, 3.98679], [-0.76249, -1.80506, 4.97416], [1.44921, -0.07916, 4.82889], [-3.59401, 2.98216, 3.28971], [-3.69519, 1.25289, 2.86467], [-3.86823, 2.46538, 1.61197], [-1.63234, 4.62573, 2.34605], [-1.78470, 4.05064, 0.67603], [-0.19796, 4.07460, 1.45334], [-1.36944, 3.13918, 4.44215], [0.18258, 2.51733, 3.88267], [-2.19221, 0.71913, 4.63420], [-0.87982, 1.09835, 5.74394], [-0.78944, -1.54537, 6.03410], [-0.09808, -2.65757, 4.83483], [-1.75819, -2.09271, 4.64633], [1.28353, 0.09319, 5.89361], [1.95158, 0.78687, 4.40202], [2.10477, -0.94252, 4.71715], [5.35540, 4.64694, -2.23511], [5.35463, 3.24919, -1.13892], [4.10683, 2.89286, -0.95810], [3.69376, 1.78396, -0.10381], [4.61457, 0.96798, 0.55127], [4.15065, -0.07490, 1.31984], [2.77350, -0.24362, 1.44272], [1.88830, 0.54029, 0.85405], [2.33062, 1.51916, 0.05407], [1.32599, 2.28389, -0.70737], [0.04967, 1.90518, -0.58986], [-0.87524, 2.56133, -1.26925], [-0.59051, 3.63383, -2.11034], [0.72311, 4.02389, -2.24948], [1.70878, 3.33993, -1.53975], [3.12478, 3.67120, -1.65620], [3.58648, 4.65218, -2.39176], [5.67049, 1.16572, 0.43103], [4.82831, -0.74869, 1.82181], [2.36617, -1.05343, 2.03519], [-1.89571, 2.21522, -1.13814], [-1.38486, 4.13940, -2.63867], [1.01251, 4.84423, -2.89157], [-6.15014, -1.70024, 0.45718], [-5.12300, -0.90773, 0.73671], [-4.82320, -0.22776, -0.36529], [-5.53217, -0.01499, 1.63935], [-3.87458, -1.68107, 1.25480], [-2.78205, -0.91424, 1.14746], [-3.69685, -2.97610, 0.40286], [-3.86847, -2.70918, -0.89288], [-4.54345, -3.94393, 0.73048], [-2.46274, -3.44931, 0.53628], [-4.10756, -2.09137, 2.73507], [-3.89686, -1.05430, 3.54650], [-5.32675, -2.54446, 2.97826], [-3.23796, -3.03195, 3.10136], [-3.17455, -0.90734, -3.51197], [-1.43739, -0.67282, -3.13508], [-1.03537, 0.36028, -4.55265], [-0.75092, -1.96999, -3.38375], [-3.27406, -1.30482, -4.51986], [-3.69503, 0.04281, -3.40917], [-3.56068, -1.61531, -2.78491], [-1.33166, -0.16372, -5.45904], [0.04349, 0.49934, -4.53979], [-1.53718, 1.32219, -4.47542], [0.71581, -1.73501, -0.69469], [1.45290, -2.15202, -1.59633], [2.21278, -1.13830, -2.42184], [2.57413, -1.53827, -3.84637], [3.79863, -2.44454, -3.93901], [3.77107, -3.58493, -2.92066], [2.38780, -4.20070, -2.75522], [1.53822, -3.46118, -1.82727], [3.10145, -0.83905, -1.85190], [1.55160, -0.26873, -2.43133], [2.75745, -0.63192, -4.42798], [1.70325, -2.01979, -4.29657], [4.70761, -1.85569, -3.79222], [3.85463, -2.85705, -4.94852], [4.10836, -3.23549, -1.94112], [4.47011, -4.36326, -3.22672], [2.47687, -5.20458, -2.33928], [1.89121, -4.29771, -3.72508], [0.88364, -3.99920, -1.27530]],
  "atomic_forces_ev_per_a": [[-0.01, 0.09, 0.01], [0.06, 0.03, -0.05], [-0.09, 0.02, 0.12], [-0.03, -0.05, 0.06], [-0.05, 0.06, -0.06], [-0.01, -0.09, 0.03], [0.03, -0.04, 0.18], [0.00, 0.04, -0.02], [-0.01, -0.06, -0.13], [-0.02, 0.02, -0.01], [0.00, -0.04, 0.02], [-0.03, -0.01, -0.03], [0.01, 0.01, -0.01], [0.01, 0.03, 0.05], [0.04, 0.00, -0.01], [0.03, -0.01, 0.01], [0.01, 0.03, -0.02], [-0.03, -0.02, 0.02], [-0.04, 0.00, -0.01], [0.01, -0.02, 0.00], [0.00, -0.02, 0.00], [0.01, 0.01, 0.03], [0.00, -0.01, 0.01], [0.04, 0.05, -0.03], [0.03, -0.01, -0.03], [-0.09, -0.09, 0.04], [-0.07, -0.15, 0.14], [0.23, 0.06, -0.04], [0.03, 0.01, -0.04], [0.01, 0.02, 0.01], [-0.04, -0.01, -0.02], [0.05, 0.01, 0.06], [-0.03, 0.11, -0.04], [0.07, -0.02, -0.01], [0.04, 0.04, 0.04], [-0.07, -0.08, -0.08], [0.02, -0.02, -0.15], [0.01, -0.05, 0.01], [0.02, -0.01, 0.03], [0.03, 0.04, -0.05], [0.10, 0.19, -0.13], [-0.22, -0.05, 0.03], [0.04, -0.01, 0.00], [0.03, -0.03, 0.04], [-0.01, -0.04, 0.09], [-0.05, -0.01, -0.02], [-0.05, 0.02, -0.02], [-0.01, 0.02, -0.03], [-0.30, -0.31, -0.06], [0.13, -0.10, 0.11], [0.18, 0.22, -0.45], [-0.10, 0.26, 0.36], [-0.11, -0.24, -0.16], [0.17, 0.45, 0.15], [-0.05, 0.12, 0.20], [-0.09, 0.12, -0.44], [-0.29, -0.27, 0.14], [0.44, -0.13, 0.10], [-0.01, 0.08, -0.18], [0.08, 0.51, 0.28], [-0.46, -0.18, -0.01], [0.35, -0.45, 0.04], [0.07, -0.04, 0.01], [-0.01, 0.03, 0.01], [-0.03, -0.05, 0.09], [0.02, -0.04, -0.04], [0.01, -0.02, -0.04], [-0.03, 0.07, -0.01], [-0.01, 0.02, -0.03], [0.01, -0.02, -0.04], [0.04, 0.04, -0.01], [-0.05, 0.07, 0.01], [-0.09, -0.08, 0.35], [-0.09, 0.07, -0.37], [0.06, 0.03, -0.03], [0.02, -0.02, -0.05], [0.00, 0.02, 0.01], [-0.02, 0.02, -0.01], [0.00, -0.05, -0.06], [0.05, -0.15, 0.16], [0.01, -0.02, 0.00], [0.02, 0.00, 0.04], [0.00, 0.00, -0.01], [-0.01, 0.01, 0.01], [0.01, -0.01, -0.01], [0.01, 0.00, 0.00], [0.01, -0.01, 0.02], [0.01, -0.02, 0.00], [0.01, 0.04, -0.02], [0.00, -0.01, 0.00], [0.05, 0.05, -0.06]]
}

=====

2.
{
  "formula": "C30H39N5O3Pt",
  "method": "the ωB97M-V functional and the def2-TZVPD basis",
  "lumo_energy_ev": -5.8,
  "e_homo_ev": -12.9,
  "charge": 2,
  "elements": ["Pt", "C", "C", "C", "C", "C", "N", "C", "C", "C", "N", "C", "C", "C", "C", "C", "C", "C", "C", "N", "C", "C", "C", "N", "C", "C", "C", "C", "O", "C", "O", "H", "H", "H", "H", "H", "H", "H", "H", "H", "H", "H", "H", "H", "H", "H", "H", "H", "H", "H", "H", "H", "H", "H", "H", "H", "H", "H", "H", "O", "C", "C", "C", "C", "C", "C", "N", "H", "H", "H", "H", "H", "H", "H", "H", "H", "H", "H"],
  "positions_angstrom": [[-0.50778, 1.24750, 0.81230], [3.93315, -3.70652, 3.15036], [3.30916, -2.50379, 2.50140], [3.81646, -1.91775, 1.37139], [3.26825, -0.74802, 0.78623], [4.00499, -0.30364, -0.34385], [4.11760, 0.85601, -0.92307], [3.65768, 2.17720, -0.50031], [2.67126, 2.72657, -1.51728], [2.11424, 4.07151, -1.07419], [1.48590, 4.76070, -2.20609], [0.30802, 4.67640, -2.76811], [-0.91467, 4.00244, -2.52084], [-1.94470, 4.43843, -3.40044], [-3.25963, 4.07550, -3.28004], [-4.32672, 4.54446, -4.22868], [-3.56713, 3.26711, -2.18444], [-2.61851, 2.77606, -1.29761], [-3.13727, 1.93905, -0.23913], [-2.50641, 1.31046, 0.68168], [-3.28923, 0.27396, 1.39450], [-3.03024, 0.12363, 2.89648], [-1.74873, 0.75874, 3.39497], [-0.60332, 0.34946, 2.57242], [0.28280, -0.41569, 3.07440], [1.50413, -0.84110, 2.43155], [2.15364, -1.91476, 3.01912], [2.04261, -0.19099, 1.28005], [1.49256, 0.81241, 0.68545], [-1.23215, 3.06942, -1.47419], [-0.31575, 2.57033, -0.73450], [4.81194, -4.03834, 2.60064], [3.22917, -4.53868, 3.19361], [4.24250, -3.48321, 4.17191], [4.70577, -2.34178, 0.91685], [4.62633, -1.06366, -0.80872], [4.71004, 0.86729, -1.74333], [4.54885, 2.80620, -0.43925], [3.21771, 2.10081, 0.48590], [1.85089, 2.02025, -1.64043], [3.17201, 2.84481, -2.48349], [2.91360, 4.73148, -0.73573], [1.39637, 3.95648, -0.27190], [2.10799, 5.40004, -2.68045], [0.24697, 5.33663, -3.62723], [-1.66969, 5.11655, -4.20085], [-3.91841, 5.22277, -4.97532], [-5.12069, 5.06901, -3.69661], [-4.77985, 3.70285, -4.75349], [-4.60690, 3.00572, -2.01361], [-4.21683, 1.80330, -0.27067], [-3.03980, -0.65845, 0.88577], [-4.34685, 0.47102, 1.22194], [-3.00109, -0.94391, 3.12202], [-3.85547, 0.54239, 3.47267], [-1.57294, 0.48225, 4.43523], [-1.80300, 1.84583, 3.34415], [0.11624, -0.78033, 4.08705], [1.71428, -2.33973, 3.91708], [-0.78519, -1.91110, 0.49780], [-1.26790, -3.01525, 0.68216], [-0.70182, -4.00250, 1.66365], [0.39504, -4.73876, 0.85703], [-0.01753, -5.27526, -0.52810], [-0.30326, -4.21564, -1.61129], [-1.72460, -3.62704, -1.56825], [-2.21015, -3.54606, -0.17663], [-1.46109, -4.70853, 2.00549], [-0.26883, -3.50023, 2.52803], [0.76066, -5.57195, 1.45929], [1.23295, -4.04647, 0.72386], [-0.86992, -5.95651, -0.42865], [0.80733, -5.89742, -0.87831], [-0.14267, -4.65590, -2.59650], [0.42722, -3.40769, -1.50943], [-2.42630, -4.25828, -2.11095], [-1.75158, -2.63729, -2.01934], [-2.53174, -4.45087, 0.13687]],
  "atomic_forces_ev_per_a": [[-0.16, 0.08, 0.02], [0.00, 0.00, 0.00], [-0.02, 0.01, -0.01], [0.01, 0.00, 0.00], [-0.01, 0.02, -0.04], [-0.05, 0.00, 0.02], [0.07, 0.02, 0.02], [0.00, 0.01, -0.02], [0.01, -0.02, -0.02], [-0.05, -0.02, -0.02], [0.01, -0.02, 0.01], [-0.05, -0.02, -0.01], [0.01, 0.15, 0.05], [0.02, 0.00, 0.00], [-0.04, 0.01, 0.03], [0.00, 0.00, 0.00], [0.01, 0.05, -0.05], [0.01, -0.02, 0.07], [-0.01, 0.02, -0.04], [0.04, 0.04, 0.04], [0.05, -0.07, -0.06], [-0.01, 0.01, 0.02], [0.06, -0.02, 0.00], [-0.10, -0.03, 0.06], [0.02, 0.07, -0.03], [0.01, -0.01, 0.00], [0.00, -0.02, 0.00], [0.02, -0.05, 0.00], [-0.02, 0.14, 0.00], [-0.08, 0.06, 0.24], [0.29, -0.27, -0.37], [0.00, 0.00, 0.00], [0.00, 0.00, 0.00], [0.00, 0.00, 0.00], [0.00, 0.00, 0.00], [0.00, 0.00, 0.00], [0.01, -0.01, 0.01], [-0.01, 0.01, 0.01], [-0.02, -0.03, 0.02], [-0.01, 0.03, 0.00], [0.01, -0.01, 0.01], [-0.02, 0.02, 0.01], [-0.02, -0.02, 0.04], [0.01, -0.02, -0.01], [0.01, -0.02, -0.01], [0.00, -0.01, -0.01], [0.00, 0.00, 0.00], [0.00, 0.00, 0.00], [0.00, 0.00, 0.00], [0.00, -0.01, 0.00], [0.01, -0.05, -0.02], [0.04, 0.00, 0.02], [-0.01, -0.03, 0.00], [-0.04, 0.00, 0.01], [0.01, 0.05, -0.02], [0.00, -0.02, -0.01], [-0.01, 0.00, 0.02], [0.01, 0.00, 0.00], [0.01, 0.00, 0.00], [-0.01, 0.00, 0.08], [-0.01, -0.01, -0.04], [0.01, 0.00, -0.01], [0.00, -0.01, 0.00], [0.00, -0.01, 0.00], [0.00, 0.00, 0.00], [0.00, 0.00, 0.00], [0.00, 0.01, 0.01], [0.00, 0.00, 0.00], [0.00, 0.00, 0.00], [0.00, 0.00, 0.00], [0.00, 0.00, 0.00], [0.00, 0.00, 0.00], [0.00, 0.00, 0.00], [0.00, 0.01, 0.00], [0.00, 0.00, 0.00], [0.00, 0.00, 0.01], [0.00, 0.00, -0.01], [0.00, 0.00, 0.00]]
}

=====

3.
{
  "formula": "C30H40AsCl3N3O2P2RuS5",
  "method": "the ωB97M-V functional and the def2-TZVPD basis",
  "lumo_energy_ev": 3.7,
  "multiplicity": 2,
  "s_squared": 0.7574,
  "e_homo_ev": -0.6,
  "charge": -2,
  "elements": ["Ru", "S", "As", "S", "S", "S", "C", "P", "C", "C", "C", "P", "C", "C", "H", "H", "H", "H", "H", "H", "H", "H", "H", "H", "H", "H", "H", "H", "H", "H", "C", "N", "C", "S", "N", "C", "H", "H", "H", "H", "H", "H", "H", "H", "Cl", "C", "C", "C", "C", "C", "Cl", "C", "N", "C", "C", "C", "C", "C", "C", "C", "C", "O", "O", "H", "H", "H", "H", "H", "H", "H", "H", "H", "H", "Cl", "C", "C", "C", "C", "C", "C", "C", "H", "H", "H", "H", "H", "H"],
  "positions_angstrom": [[-2.06380, -0.45043, -0.35236], [-5.07564, 2.98075, 0.03757], [-4.65364, 1.16761, 1.04222], [-2.48270, 1.03997, 1.46132], [-4.38835, -0.53613, -0.42200], [-5.87925, 0.68917, 2.68564], [-3.71710, -2.24464, 2.35942], [-2.52114, -2.30521, 0.99574], [-1.11295, -3.16150, 1.79345], [-3.16223, -3.65124, -0.08205], [-2.23423, -3.76250, -1.28615], [-2.06923, -2.10678, -2.09839], [-0.91186, -2.54972, -3.44222], [-3.59865, -2.07268, -3.10676], [-3.64559, -3.16628, 2.94233], [-4.72638, -2.11214, 1.97623], [-3.50411, -1.38002, 2.98684], [-1.46803, -4.10390, 2.21633], [-0.70692, -2.52571, 2.57635], [-0.31464, -3.33922, 1.07493], [-4.17152, -3.36329, -0.38275], [-3.22847, -4.58252, 0.48654], [-2.57111, -4.51135, -2.00787], [-1.22655, -4.04415, -0.96554], [-1.29341, -3.45209, -3.92770], [0.09947, -2.69369, -3.06838], [-0.86134, -1.73800, -4.16711], [-3.62606, -2.96396, -3.73794], [-3.58004, -1.18350, -3.73906], [-4.49445, -2.02126, -2.49236], [-1.15586, 4.11396, -0.02304], [-1.83174, 3.28129, -1.01034], [-1.29614, 2.42578, -1.86962], [-2.29229, 1.10635, -2.37499], [-0.07678, 2.53900, -2.40776], [0.97603, 3.46296, -2.02219], [-1.89302, 4.32917, 0.74778], [-0.80327, 5.05726, -0.44244], [-0.33480, 3.56984, 0.44123], [-2.80976, 3.07518, -0.78372], [0.25768, 1.65533, -2.76992], [0.60885, 4.48637, -2.03105], [1.77036, 3.37382, -2.76200], [1.37949, 3.22115, -1.03921], [2.09632, -2.48023, 4.81601], [0.80535, -1.30087, 4.71579], [-0.46664, -1.70738, 5.06841], [-1.51559, -0.80892, 4.98676], [-1.26525, 0.48688, 4.56860], [0.02262, 0.89017, 4.26101], [0.25274, 2.56160, 3.85937], [1.11118, 0.00558, 4.29690], [2.42797, 0.35871, 4.05088], [2.86849, 1.29625, 3.05630], [3.55495, 2.42277, 3.50284], [4.03379, 3.36185, 2.61035], [3.83258, 3.17063, 1.24777], [3.17990, 2.03737, 0.80201], [2.68737, 1.07645, 1.69111], [2.04690, -0.14711, 1.10983], [0.66413, 0.12341, 0.49813], [0.48932, 1.14684, -0.14660], [-0.18395, -0.82886, 0.65522], [-0.62354, -2.73070, 5.38205], [-2.52556, -1.11194, 5.22655], [-2.07208, 1.19939, 4.47129], [3.05126, -0.42667, 4.15628], [3.67485, 2.55260, 4.57131], [4.55707, 4.23849, 2.97284], [4.19683, 3.89802, 0.53222], [3.05228, 1.85498, -0.25888], [1.98591, -0.98439, 1.80380], [2.66036, -0.46659, 0.26115], [6.09557, 0.82406, -6.09117], [4.73599, 0.37991, -5.06889], [4.92951, -0.42076, -3.94313], [3.87195, -0.77445, -3.13838], [2.51551, -0.35026, -3.39522], [1.44679, -0.68571, -2.59715], [2.37952, 0.46903, -4.57941], [3.44623, 0.81612, -5.37445], [5.92920, -0.76586, -3.70020], [4.06045, -1.39483, -2.26651], [1.55376, -1.28188, -1.69742], [0.45719, -0.30187, -2.81418], [1.38631, 0.81195, -4.86026], [3.28360, 1.43316, -6.25197]],
  "atomic_forces_ev_per_a": [[-1.08, -1.45, -0.19], [-0.06, 0.01, -0.08], [0.45, 0.17, 0.04], [0.05, 0.33, 0.16], [-0.23, 0.13, 0.04], [-0.05, -0.10, -0.01], [0.03, 0.04, -0.01], [-0.14, 0.04, 0.14], [0.01, 0.12, -0.14], [0.08, 0.10, 0.05], [0.01, 0.08, -0.04], [-0.05, -0.19, 0.13], [0.01, 0.10, 0.11], [0.02, 0.02, -0.06], [0.00, 0.00, 0.01], [0.01, 0.02, -0.01], [0.02, 0.00, -0.01], [0.01, -0.01, 0.02], [-0.01, 0.03, 0.01], [-0.02, 0.00, 0.00], [0.00, -0.01, -0.02], [0.04, -0.01, 0.01], [-0.03, 0.02, -0.03], [0.00, -0.04, -0.01], [0.03, 0.00, 0.00], [0.00, -0.02, -0.01], [-0.01, 0.01, 0.01], [0.00, 0.01, -0.03], [0.00, 0.01, 0.02], [0.03, -0.02, 0.02], [-0.01, -0.05, 0.04], [0.09, 0.05, -0.03], [0.03, 0.24, 0.06], [0.39, -0.07, 0.07], [-0.12, -0.01, 0.10], [-0.03, 0.01, -0.03], [-0.01, -0.02, 0.00], [0.01, 0.00, 0.00], [0.01, 0.00, -0.01], [-0.02, -0.03, 0.03], [0.05, 0.00, -0.02], [-0.01, 0.02, -0.04], [0.00, -0.02, 0.00], [-0.02, 0.00, -0.01], [0.03, -0.02, -0.02], [-0.01, 0.06, -0.01], [0.01, 0.02, 0.02], [-0.02, 0.01, -0.01], [-0.01, 0.00, 0.02], [-0.02, -0.03, -0.04], [-0.02, 0.04, -0.03], [-0.05, -0.06, 0.02], [0.02, -0.05, 0.06], [0.01, 0.06, -0.13], [-0.02, -0.03, 0.03], [0.00, 0.02, 0.02], [-0.01, 0.01, -0.01], [0.01, -0.06, -0.02], [0.24, 0.06, -0.01], [-0.13, -0.11, 0.05], [0.17, -0.26, 0.00], [-0.20, 0.21, 0.28], [0.32, 0.44, -0.57], [0.00, 0.00, 0.00], [0.01, -0.01, 0.00], [0.02, 0.00, -0.01], [0.02, 0.01, -0.02], [0.00, 0.01, -0.01], [-0.01, 0.00, 0.00], [0.01, -0.01, 0.00], [-0.01, 0.02, 0.03], [-0.01, 0.07, 0.11], [-0.07, -0.06, -0.02], [0.10, 0.04, -0.08], [-0.15, -0.03, 0.07], [-0.04, 0.01, 0.00], [0.09, -0.01, 0.02], [-0.07, -0.02, 0.07], [0.23, 0.19, -0.08], [-0.04, 0.04, -0.03], [0.08, -0.03, 0.03], [0.00, 0.01, 0.00], [0.00, 0.00, -0.02], [0.07, 0.03, -0.02], [-0.03, -0.09, 0.02], [0.02, 0.00, 0.02], [0.01, 0.00, 0.00]]
}

=====

Values for Kohn-Sham gap, eV, ordered as above
7.38 7.13 4.30